This record from OMol25 describes 2 unconnected molecules or ions with the total composition C2H11N2. The level of theory is ωB97M-V/def2-TZVPD.

Structure (XYZ):
```
15
Properties=species:S:1:pos:R:3:forces:R:3
N 0.19873 -2.23932 -0.85808 0.0 -0.1 0.1
H 0.59845 -1.95464 -1.74908 -0.2 -0.2 0.0
H 0.57047 -3.16632 -0.64238 0.1 0.3 0.0
H 1.29458 0.29740 1.20541 0.1 -0.1 -0.1
H -0.79753 -2.39506 -0.99011 0.1 0.1 -0.2
C -0.05941 1.88801 -0.40486 0.3 0.4 -0.4
C -0.60594 0.93061 0.62008 -0.8 -0.1 0.8
N 0.39084 -0.11899 0.98565 0.1 -0.1 -0.1
H 0.97509 1.63002 -0.65961 -0.2 0.0 -0.2
H -0.66655 1.90028 -1.31075 0.2 -0.1 0.0
H -0.02932 2.91399 -0.04658 0.0 0.0 0.2
H -0.92561 1.39232 1.55831 0.3 0.2 -0.2
H -1.48999 0.39112 0.29010 0.0 -0.1 -0.3
H 0.46596 -0.83292 0.19495 0.1 -0.2 0.3
H 0.08024 -0.63650 1.80695 0.0 0.0 0.0
```
Positions in Å, forces in eV/Å.

Summary:
- HOMO level (hartree) = -0.5714
- net charge = +1

---

This record from OMol25 describes 2 unconnected molecules or ions with the total composition C2H11N2. The level of theory is ωB97M-V/def2-TZVPD.

Structure (XYZ):
```
15
Properties=species:S:1:pos:R:3:forces:R:3
N -1.51744 -0.82608 -2.18299 0.4 0.0 -2.2
H -1.81672 -0.09003 -2.87590 1.5 -1.2 0.0
H -1.09492 -1.74681 -2.65452 -2.0 2.8 1.1
H -0.81386 -0.05424 -0.55757 -1.2 -0.4 -0.4
H -2.45689 -0.88086 -1.83443 -0.5 -1.7 0.6
C 1.23559 0.48652 1.99140 0.0 -2.2 2.9
C 0.53633 0.84974 0.72814 0.7 2.6 -1.5
N 0.04145 -0.29457 -0.09345 2.8 -0.3 -0.8
H 2.16980 1.01943 2.06953 0.8 -0.6 -0.4
H 0.81878 0.82067 3.00957 -0.4 -0.5 -1.8
H 1.31030 -0.70749 2.11185 0.4 2.7 -0.3
H -0.30271 1.53446 0.87606 -0.1 -0.3 0.2
H 1.24123 1.47942 0.02220 -1.3 -1.4 1.4
H -0.02359 -1.20719 0.44450 0.1 1.3 -1.1
H 0.66905 -0.34045 -0.99345 -1.3 -0.8 2.4
```
Positions in Å, forces in eV/Å.

Summary:
- HOMO level (hartree) = -0.5574
- net charge = +1

---

This record from OMol25 describes 2 unconnected molecules or ions with the total composition C2H11N2O. The level of theory is ωB97M-V/def2-TZVPD.

Structure (XYZ):
```
16
Properties=species:S:1:pos:R:3:forces:R:3
C 1.28377 1.72932 0.53124 -3.0 0.0 -0.4
N 1.05846 0.66407 -0.60111 2.6 0.3 1.8
H 2.29426 2.00855 0.51051 1.5 -0.2 0.3
H 0.75152 2.68126 0.28683 0.0 -1.1 0.0
H 0.85600 1.28900 1.48513 0.9 0.5 -1.3
H 0.10963 0.39783 -0.87306 -0.7 -0.5 0.7
H 1.64056 -0.13749 -0.25224 -1.4 0.3 -0.3
H 1.55152 0.88968 -1.44598 0.3 0.8 -0.6
N -1.35452 -0.96954 -1.00960 0.3 1.1 -1.2
C -1.12065 -1.51510 0.27854 -0.3 0.8 0.3
O -0.69739 -0.49231 1.19619 1.5 0.4 -3.1
H -0.82926 -1.33304 -1.81378 -0.9 0.1 0.7
H -2.11906 -0.29862 -1.21653 0.7 -1.3 0.4
H -1.90543 -2.10700 0.71740 -1.0 0.2 0.1
H -0.32776 -2.19006 0.26818 1.5 -1.3 -0.8
H -1.19165 -0.61654 1.93827 -2.0 -0.2 3.5
```
Positions in Å, forces in eV/Å.

Summary:
- HOMO level (hartree) = -0.5083
- net charge = +1

---

This record from OMol25 describes 2 unconnected molecules or ions with the total composition C2H11N2O. The level of theory is ωB97M-V/def2-TZVPD.

Structure (XYZ):
```
16
Properties=species:S:1:pos:R:3:forces:R:3
C -0.35153 -0.06782 1.52279 0.1 -0.3 0.2
O 0.13034 -0.41217 2.80142 -0.2 0.2 -0.2
C 0.29236 -1.06703 0.57814 0.0 0.2 -0.2
N -0.32039 -0.94208 -0.79062 0.0 -0.1 0.4
H -0.07244 0.95630 1.26091 0.0 0.1 -0.1
H -1.44344 -0.16328 1.47610 0.0 0.0 -0.1
H -0.28234 0.18836 3.43106 0.1 -0.1 0.2
H 1.35859 -0.88230 0.47317 0.0 0.0 0.1
H 0.13393 -2.08009 0.94011 0.0 0.0 0.0
H -0.10005 0.00652 -1.22623 0.0 0.1 -0.2
H -1.33554 -1.04685 -0.71035 0.1 0.0 -0.2
H 0.04216 -1.67502 -1.40345 -0.2 0.1 0.0
N 0.38242 1.53660 -1.99417 0.1 0.0 0.4
H -0.00482 1.80640 -2.89073 -0.1 -0.1 -0.1
H 1.39080 1.53810 -2.11101 0.1 0.0 -0.1
H 0.17993 2.30437 -1.35713 0.0 0.0 -0.1
```
Positions in Å, forces in eV/Å.

Summary:
- HOMO level (hartree) = -0.5360
- net charge = +1

---

Quick rundown of LUMO level, same order as above: -3.22; -3.48; -3.37; -3.28 eV
Quick rundown of Kohn-Sham gap, same order as above: 12.32; 11.68; 10.46; 11.31 eV
Quick rundown of ΔE to the lowest compared entry with this formula, charge and spin, same order as above: 4.9; 43.8; 32.0; 6.5 kcal/mol